{"formula": "C26H31Cl2InN4O3P", "method": "the ωB97M-V functional and the def2-TZVPD basis", "species": ["In", "O", "N", "C", "C", "C", "C", "C", "C", "C", "P", "C", "C", "C", "C", "C", "C", "C", "C", "C", "C", "C", "C", "H", "H", "H", "H", "H", "H", "H", "H", "H", "H", "H", "H", "H", "H", "H", "H", "C", "O", "C", "O", "N", "N", "H", "H", "H", "H", "H", "H", "Cl", "C", "Cl", "H", "H", "C", "C", "C", "N", "H", "H", "H", "H", "H", "C", "H", "H"], "positions_angstrom": [[-1.2686, -0.9382, -1.3092], [-1.6053, -0.3236, 2.0446], [-2.3766, 0.1067, 0.9460], [-2.2391, 1.3558, 0.7310], [-1.3658, 2.3010, 1.4685], [-1.9701, 3.4302, 2.0116], [-1.2183, 4.3521, 2.7227], [0.1482, 4.1563, 2.8702], [0.7545, 3.0510, 2.2926], [0.0138, 2.1079, 1.5862], [0.8361, 0.7294, 0.6918], [1.7921, -0.1184, 1.9982], [1.3211, -0.1804, 3.3091], [2.0196, -0.8920, 4.2766], [3.2016, -1.5443, 3.9507], [3.6752, -1.4941, 2.6466], [2.9691, -0.7960, 1.6777], [2.1202, 1.6222, -0.2569], [1.8075, 1.9632, -1.5747], [2.6975, 2.7000, -2.3491], [3.9129, 3.0997, -1.8162], [4.2353, 2.7698, -0.5050], [3.3437, 2.0420, 0.2672], [-1.8931, -1.2357, 2.1835], [-2.8391, 1.7111, -0.1027], [-3.0351, 3.5796, 1.8850], [-1.6957, 5.2213, 3.1541], [0.7444, 4.8720, 3.4203], [1.8259, 2.9263, 2.3898], [0.4100, 0.3381, 3.5822], [1.6447, -0.9220, 5.2911], [3.7536, -2.0807, 4.7110], [4.5965, -1.9969, 2.3810], [3.3603, -0.7602, 0.6665], [0.8480, 1.6761, -1.9942], [2.4333, 2.9696, -3.3633], [4.6074, 3.6742, -2.4147], [5.1784, 3.0870, -0.0805], [3.6098, 1.7953, 1.2873], [1.2802, -4.0960, 1.3888], [1.9132, -3.6419, 0.1665], [1.2478, -2.7350, -0.5158], [0.1513, -2.3039, -0.1593], [1.9052, -2.3785, -1.6410], [1.2973, -1.4720, -2.5035], [2.0462, -4.6644, 1.9040], [0.4320, -4.7294, 1.1405], [0.9658, -3.2474, 1.9895], [2.8255, -2.7550, -1.8161], [1.2484, -1.8483, -3.4446], [1.7925, -0.5833, -2.5036], [-2.6236, -3.1701, 0.2399], [-2.5257, -4.3932, -1.0733], [-1.2923, -4.0494, -2.3072], [-3.4897, -4.3931, -1.5637], [-2.2755, -5.3381, -0.6091], [-5.6019, 0.8092, -3.3056], [-5.2100, -0.5101, -3.9701], [-4.4354, -1.3685, -3.0571], [-3.7822, -2.0172, -2.3727], [-6.2051, 1.3988, -3.9932], [-4.7065, 1.3678, -3.0383], [-6.1839, 0.6339, -2.4018], [-4.5769, -0.3358, -4.8406], [-6.0791, -1.0739, -4.3101], [-1.8851, 0.6774, -2.5447], [-1.2421, 1.4377, -2.0569], [-1.3445, 0.4244, -3.4773]], "atomic_forces_ev_per_a": [[0.26, 0.23, 0.10], [-0.18, -0.02, -0.22], [0.35, -0.10, 0.33], [0.08, -0.10, -0.05], [-0.26, -0.10, -0.08], [0.06, 0.11, 0.11], [0.00, -0.07, -0.03], [-0.03, -0.05, -0.03], [0.03, 0.06, 0.05], [0.08, 0.03, -0.01], [-0.14, -0.03, -0.15], [-0.03, 0.06, 0.02], [-0.01, -0.01, 0.06], [0.03, 0.02, -0.07], [-0.05, 0.02, 0.00], [-0.06, -0.05, 0.00], [0.00, -0.05, -0.06], [0.05, 0.15, -0.01], [0.04, 0.01, -0.01], [-0.05, -0.03, 0.04], [0.03, 0.00, 0.04], [-0.07, -0.01, -0.05], [0.05, -0.03, 0.03], [0.03, 0.09, -0.03], [0.05, 0.01, -0.03], [-0.01, 0.00, 0.00], [0.00, 0.00, 0.00], [0.00, 0.00, 0.00], [-0.01, -0.01, 0.00], [0.02, -0.01, -0.03], [0.00, 0.00, 0.01], [0.00, -0.01, 0.00], [0.00, 0.01, 0.01], [-0.01, 0.02, 0.00], [0.03, -0.03, 0.01], [0.00, -0.01, -0.01], [0.00, 0.00, -0.01], [0.01, 0.00, 0.00], [0.00, -0.02, 0.01], [0.20, 0.00, -0.06], [-0.05, 0.03, 0.23], [0.26, -0.26, -0.24], [-0.14, 0.11, -0.09], [-0.23, 0.07, 0.18], [0.07, 0.09, -0.03], [-0.01, -0.02, 0.00], [-0.03, 0.02, 0.01], [0.01, 0.06, 0.01], [-0.04, -0.01, 0.03], [0.00, 0.02, 0.09], [-0.04, -0.04, -0.02], [0.02, -0.30, -0.31], [-0.04, 0.12, 0.15], [-0.10, 0.02, 0.23], [0.01, 0.03, -0.01], [-0.03, -0.02, -0.01], [-0.01, 0.03, 0.03], [0.20, -0.18, 0.27], [-0.09, 0.28, -0.41], [-0.11, -0.15, 0.02], [0.01, 0.01, -0.01], [0.01, -0.02, 0.00], [-0.03, -0.02, -0.01], [0.01, 0.02, -0.01], [-0.03, -0.01, 0.05], [-0.01, 0.05, 0.03], [-0.02, 0.00, -0.05], [-0.09, -0.01, -0.01]], "lowdin_charge": [0.7791, -0.0854, -0.0342, -0.1378, -0.2017, -0.0199, -0.0538, -0.0526, -0.0654, -0.2935, 1.1107, -0.3620, -0.0861, -0.0680, -0.0778, -0.0776, -0.1233, -0.3625, -0.1158, -0.0724, -0.0716, -0.0634, -0.0986, 0.0775, 0.1235, 0.1222, 0.1121, 0.1120, 0.1059, 0.1034, 0.1089, 0.1074, 0.1102, 0.1052, 0.0656, 0.1088, 0.1088, 0.1100, 0.1031, 0.0119, 0.0052, -0.6111, -0.1572, 0.0393, 0.0521, 0.1041, 0.0961, 0.0918, 0.1714, 0.1118, 0.0884, 0.5928, -0.8980, 0.5927, 0.0177, 0.0353, -0.0920, -0.2050, -0.1820, 0.1144, 0.0781, 0.0534, 0.0803, 0.1212, 0.1180, -0.2657, -0.1212, -0.0949], "e_tot_ev": -79065.688, "gap_ha": 0.2668, "charge": 1, "e_above_lowest_kcal_mol": 39.6}

{"formula": "CH3ClO2S", "method": "the ωB97M-V functional and the def2-TZVPD basis", "species": ["O", "S", "Cl", "H", "C", "O", "H", "H"], "positions_angstrom": [[1.2163, 0.3381, 0.5853], [2.1347, -0.4321, -0.6051], [3.4369, -1.5609, 0.4208], [0.2966, -0.0718, 0.7111], [-1.8177, 0.4462, -0.1926], [-1.4211, -0.5673, 0.3822], [-1.1701, 1.2281, -0.5503], [-2.6757, 0.6197, -0.7514]], "atomic_forces_ev_per_a": [[-0.19, -0.77, -0.74], [-1.39, 0.94, 0.91], [0.10, -0.23, 0.28], [1.53, -0.06, -0.44], [2.77, -1.96, -0.27], [-1.17, 2.03, -0.50], [1.39, 0.77, 0.88], [-3.03, -0.72, -0.12]], "lowdin_charge": [-0.5655, 0.3912, 0.0879, 0.0041, -0.0570, -0.0047, 0.0801, 0.0639], "e_tot_ev": -28536.317, "gap_ha": 0.3110, "e_above_lowest_kcal_mol": 54.4}

{"formula": "C4H6N2O", "method": "the ωB97M-V functional and the def2-TZVPD basis", "species": ["C", "C", "N", "C", "C", "O", "N", "H", "H", "H", "H", "H", "H"], "positions_angstrom": [[-1.6090, -1.1301, -0.9079], [-0.3470, -0.4577, -0.4847], [0.4910, 0.1568, -1.2736], [1.3794, 0.8162, -0.4466], [1.0153, 0.6330, 0.8509], [1.3387, 1.2908, 1.9887], [-0.0483, -0.2343, 0.8397], [-1.8594, -0.7482, -1.9000], [-2.4287, -0.8718, -0.2267], [-1.5256, -2.2190, -0.9582], [2.1841, 1.4352, -0.8202], [1.8169, 2.0832, 1.7114], [-0.4074, -0.7542, 1.6271]], "atomic_forces_ev_per_a": [[-0.01, -0.12, -0.07], [-0.05, -0.01, -0.14], [-0.15, -0.21, 0.15], [0.09, 0.26, 0.12], [-0.16, 0.07, -0.38], [0.44, -0.15, 0.18], [-0.05, 0.18, -0.01], [0.02, -0.17, 0.10], [0.15, -0.09, -0.12], [-0.01, 0.07, 0.00], [-0.17, -0.05, -0.02], [-0.02, -0.15, 0.24], [-0.09, 0.36, -0.07]], "lowdin_charge": [-0.0263, -0.4134, 0.0892, -0.1073, -0.3790, 0.0696, 0.1564, 0.0797, 0.0762, 0.0733, 0.1018, 0.1148, 0.1649], "e_tot_ev": -9272.725, "gap_ha": 0.3215, "e_above_lowest_kcal_mol": 17.9}

{"formula": "C18H30N2O4", "method": "the ωB97M-V functional and the def2-TZVPD basis", "species": ["C", "O", "C", "C", "C", "C", "N", "C", "C", "C", "C", "O", "C", "C", "C", "O", "C", "C", "O", "N", "C", "C", "C", "C", "H", "H", "H", "H", "H", "H", "H", "H", "H", "H", "H", "H", "H", "H", "H", "H", "H", "H", "H", "H", "H", "H", "H", "H", "H", "H", "H", "H", "H", "H"], "positions_angstrom": [[-3.3112, 3.0395, 0.2358], [-2.1065, 2.8181, 0.9238], [-1.7404, 1.5316, 1.1930], [-2.4287, 0.4040, 0.7807], [-1.9645, -0.8737, 1.0833], [-2.6851, -2.1016, 0.5745], [-1.9315, -2.9296, -0.3546], [-1.5859, -2.4141, -1.6827], [-0.3410, -1.5145, -1.6641], [-2.7600, -1.6757, -2.3219], [-1.2827, -3.6657, -2.5473], [-0.3310, -4.5247, -1.9732], [-0.8060, -1.0041, 1.8288], [-0.1019, 0.1131, 2.2521], [-0.5522, 1.3830, 1.9390], [0.0722, 2.5528, 2.2847], [1.2759, 2.4702, 3.0094], [2.4274, 1.8127, 2.2286], [3.3490, 1.2706, 2.8034], [2.2843, 1.9282, 0.9006], [3.1470, 1.3186, -0.1114], [4.5567, 1.9010, 0.0105], [3.1745, -0.1968, 0.1037], [2.5435, 1.6482, -1.4752], [-3.4152, 4.1212, 0.1678], [-4.1684, 2.6278, 0.7787], [-3.2843, 2.6165, -0.7746], [-3.3427, 0.5049, 0.2158], [-2.9217, -2.7508, 1.4255], [-3.6272, -1.8180, 0.1040], [-1.0694, -3.2175, 0.0993], [-0.1422, -1.1282, -2.6610], [0.5230, -2.0935, -1.3428], [-0.4820, -0.6774, -0.9839], [-2.5591, -1.5237, -3.3796], [-3.6728, -2.2580, -2.2249], [-2.9016, -0.7038, -1.8582], [-0.8632, -3.3555, -3.5066], [-2.2215, -4.2047, -2.7303], [-0.7215, -4.8978, -1.1751], [-0.4350, -1.9855, 2.0857], [0.8036, -0.0239, 2.8206], [1.5518, 3.5061, 3.2284], [1.1478, 1.9395, 3.9605], [1.4660, 2.4183, 0.5698], [5.2146, 1.4490, -0.7264], [4.9486, 1.7010, 1.0036], [4.5375, 2.9771, -0.1478], [2.1650, -0.6001, 0.0585], [3.7794, -0.6743, -0.6618], [3.5983, -0.4211, 1.0784], [1.5390, 1.2371, -1.5564], [3.1535, 1.2186, -2.2649], [2.4976, 2.7253, -1.6241]], "atomic_forces_ev_per_a": [[-0.23, 0.02, -0.15], [0.37, -0.28, 0.25], [0.19, 0.28, 0.08], [-0.02, 0.07, 0.04], [0.04, 0.02, 0.11], [0.04, -0.09, 0.12], [0.13, -0.33, 0.00], [0.24, -0.11, -0.42], [-0.22, -0.13, 0.05], [0.23, -0.27, 0.22], [-0.38, 0.41, -0.07], [0.30, -0.16, 0.30], [-0.26, -0.01, -0.10], [0.04, 0.21, 0.04], [-0.21, 0.12, -0.08], [-0.27, -0.03, -0.20], [0.28, -0.10, 0.28], [-0.54, 0.34, 0.05], [0.24, -0.15, 0.25], [-0.15, 0.23, -0.39], [0.31, -0.17, -0.06], [-0.16, -0.08, 0.03], [0.01, 0.18, 0.03], [0.07, -0.04, 0.27], [-0.04, -0.08, -0.02], [0.04, 0.00, -0.03], [-0.01, 0.00, 0.05], [-0.09, 0.05, -0.08], [-0.10, 0.12, -0.09], [-0.02, 0.00, 0.10], [-0.08, 0.03, -0.02], [0.07, 0.07, -0.15], [0.12, -0.01, 0.05], [0.05, 0.09, 0.01], [0.02, 0.05, -0.11], [-0.16, -0.04, -0.01], [-0.07, 0.15, 0.02], [-0.06, 0.04, -0.01], [0.01, 0.09, 0.00], [-0.05, -0.05, -0.07], [0.06, -0.13, 0.03], [0.12, 0.01, 0.09], [0.00, -0.16, 0.01], [0.06, 0.00, -0.16], [0.01, -0.06, 0.12], [0.10, -0.05, -0.12], [0.08, 0.00, 0.05], [0.01, 0.12, -0.04], [-0.12, -0.06, -0.04], [0.08, -0.07, -0.12], [0.04, -0.07, 0.06], [-0.14, -0.06, -0.03], [0.06, -0.04, -0.07], [-0.01, 0.14, -0.04]], "lowdin_charge": [-0.0818, -0.0647, -0.1898, 0.0170, -0.2278, -0.1671, -0.0004, -0.5521, -0.0293, -0.0332, -0.2287, -0.0550, -0.0425, 0.0028, -0.1925, -0.0357, -0.0874, -0.4923, 0.0621, 0.1350, -0.5797, -0.0312, -0.0239, -0.0323, 0.0953, 0.0983, 0.0952, 0.1059, 0.1252, 0.1085, 0.1047, 0.0857, 0.0822, 0.0639, 0.0886, 0.0880, 0.0692, 0.1257, 0.1242, 0.0810, 0.1176, 0.1165, 0.1428, 0.1392, 0.1431, 0.0841, 0.0769, 0.0851, 0.0680, 0.0872, 0.0795, 0.0748, 0.0885, 0.0858], "e_tot_ev": -30323.170, "gap_ha": 0.3249, "e_above_lowest_kcal_mol": 6.7}

Repeat the second record exactly.
{"formula": "CH3ClO2S", "method": "the ωB97M-V functional and the def2-TZVPD basis", "species": ["O", "S", "Cl", "H", "C", "O", "H", "H"], "positions_angstrom": [[1.2163, 0.3381, 0.5853], [2.1347, -0.4321, -0.6051], [3.4369, -1.5609, 0.4208], [0.2966, -0.0718, 0.7111], [-1.8177, 0.4462, -0.1926], [-1.4211, -0.5673, 0.3822], [-1.1701, 1.2281, -0.5503], [-2.6757, 0.6197, -0.7514]], "atomic_forces_ev_per_a": [[-0.19, -0.77, -0.74], [-1.39, 0.94, 0.91], [0.10, -0.23, 0.28], [1.53, -0.06, -0.44], [2.77, -1.96, -0.27], [-1.17, 2.03, -0.50], [1.39, 0.77, 0.88], [-3.03, -0.72, -0.12]], "lowdin_charge": [-0.5655, 0.3912, 0.0879, 0.0041, -0.0570, -0.0047, 0.0801, 0.0639], "e_tot_ev": -28536.317, "gap_ha": 0.3110, "e_above_lowest_kcal_mol": 54.4}